(1)
C27H29ClN4O4PdS as an isolated structure at a distorted geometry, computed with ωB97M-V/def2-TZVPD.

Values from the calculation:
Multiplicity ... 3
Gap between HOMO and LUMO (spin up / spin down) ... 0.1935 / 0.1870 Eh
Highest occupied orbital energy (spin up / spin down) ... -5.7371 / -7.8431 eV
Total charge ... 0

Geometry (Å):
Pd: -1.54 0.31 0.22
Cl: -7.88 -2.37 -1.49
C: -6.37 -1.94 -0.78
C: -5.69 -2.91 -0.03
C: -4.47 -2.59 0.52
C: -3.90 -1.31 0.38
O: -2.73 -1.12 0.91
C: -4.64 -0.30 -0.34
C: -4.21 1.05 -0.44
N: -3.06 1.54 0.02
C: -2.73 2.86 0.00
C: -3.61 3.95 -0.01
C: -3.12 5.24 -0.05
C: -1.76 5.50 -0.08
C: -0.84 4.44 -0.11
C: 0.56 4.61 -0.22
C: 1.37 3.50 -0.29
C: 0.81 2.22 -0.21
N: -0.50 2.04 -0.06
C: -1.32 3.11 -0.04
C: -5.86 -0.67 -0.93
H: -6.13 -3.89 0.11
H: -3.90 -3.32 1.08
H: -4.87 1.74 -0.98
H: -4.68 3.78 0.03
H: -3.81 6.07 -0.07
H: -1.39 6.51 -0.09
H: 0.97 5.61 -0.27
H: 2.43 3.61 -0.41
H: 1.41 1.33 -0.28
H: -6.39 0.06 -1.53
C: 3.88 1.75 -2.23
C: 3.29 0.38 -2.53
C: 3.84 -0.69 -1.61
S: 2.71 -0.90 -0.13
O: 2.86 -2.32 0.22
C: 3.64 0.09 1.16
C: 3.80 -0.70 2.45
C: 4.94 -1.72 2.36
H: 3.44 2.51 -2.87
H: 4.96 1.74 -2.38
H: 3.69 2.01 -1.19
H: 3.50 0.12 -3.57
H: 2.20 0.41 -2.43
H: 4.86 -0.49 -1.30
H: 3.81 -1.68 -2.07
H: 2.99 0.95 1.33
H: 4.60 0.43 0.77
H: 2.86 -1.21 2.67
H: 4.02 -0.01 3.26
H: 4.72 -2.45 1.58
H: 5.05 -2.24 3.31
H: 5.87 -1.22 2.11
C: 0.78 -4.23 2.02
N: 0.30 -3.37 0.96
C: 0.05 -3.85 -0.27
C: -0.31 -3.05 -1.31
C: -0.47 -1.66 -1.03
O: -0.91 -0.80 -1.84
N: -0.15 -1.20 0.21
C: 0.22 -2.00 1.24
O: 0.47 -1.57 2.34
H: 0.67 -5.27 1.73
H: 0.23 -4.02 2.93
H: 1.84 -4.01 2.20
H: 0.12 -4.92 -0.39
H: -0.55 -3.44 -2.28

These are the Mulliken partial charges, in e, on atoms 1 to 5: atom 1 (Pd): 0.4223, atom 2 (Cl): -0.1995, atom 3 (C): 0.4582, atom 4 (C): -0.7997, atom 5 (C): -0.3575


(2)
C27H29ClOPV as an isolated structure at a distorted geometry, computed with ωB97M-V/def2-TZVPD.

Values from the calculation:
Multiplicity ... 3
Gap between HOMO and LUMO (spin up / spin down) ... 0.2643 / 0.2190 Eh
Highest occupied orbital energy (spin up / spin down) ... -6.9386 / -5.5551 eV
Total charge ... 0

Geometry (Å):
C: -1.12 -1.49 2.33
C: -0.96 -2.05 1.11
C: 0.43 -2.26 0.83
H: -1.77 -2.35 0.49
C: 1.18 -1.70 1.89
C: 0.20 -1.17 2.90
H: 0.55 -1.70 3.83
H: -2.07 -1.24 2.83
H: 0.86 -2.71 -0.01
H: 2.23 -1.76 2.12
V: 0.20 -0.04 0.91
Cl: 2.04 1.41 0.96
P: 0.04 0.26 -1.43
C: 1.29 -0.82 -2.18
C: 0.97 -1.53 -3.34
H: -0.04 -1.49 -3.74
C: 1.97 -2.26 -3.99
H: 1.71 -2.81 -4.90
C: 3.27 -2.29 -3.47
H: 4.04 -2.86 -3.98
C: 3.58 -1.57 -2.31
H: 4.60 -1.58 -1.91
C: 2.59 -0.84 -1.66
H: 2.82 -0.26 -0.76
C: -1.58 -0.22 -2.06
C: -2.02 -1.55 -1.97
H: -1.36 -2.32 -1.56
C: -3.29 -1.89 -2.42
H: -3.63 -2.93 -2.35
C: -4.12 -0.90 -2.97
H: -5.12 -1.17 -3.33
C: -3.69 0.42 -3.05
H: -4.33 1.20 -3.48
C: -2.43 0.77 -2.58
H: -2.07 1.79 -2.64
C: 0.37 1.93 -2.03
C: 0.90 2.05 -3.32
H: 1.14 1.15 -3.88
C: 1.10 3.31 -3.87
H: 1.50 3.39 -4.88
C: 0.79 4.45 -3.11
H: 0.95 5.44 -3.54
C: 0.28 4.33 -1.81
H: 0.05 5.22 -1.22
C: 0.07 3.07 -1.26
H: -0.31 2.97 -0.25
C: -0.97 1.38 4.75
C: -0.08 0.22 4.92
C: 1.34 0.53 5.30
C: -0.77 -0.96 5.59
O: 0.21 0.25 3.02
H: -1.27 1.82 5.73
H: -1.88 1.04 4.22
H: -0.50 2.15 4.14
H: 1.42 0.88 6.33
H: 2.02 -0.30 5.15
H: 1.66 1.33 4.64
H: -1.75 -1.07 5.11
H: -0.27 -1.92 5.50
H: -0.96 -0.79 6.68

These are the natural (NBO) partial charges, in e, on atoms 1 to 5: atom 1 (C): -0.3468, atom 2 (C): -0.2805, atom 3 (C): -0.3591, atom 4 (H): 0.2282, atom 5 (C): -0.3990


(3)
C27H29FN2O3SbSe5W as an isolated structure, computed with ωB97M-V/def2-TZVPD.

Values from the calculation:
Multiplicity ... 3
Gap between HOMO and LUMO (spin up / spin down) ... 0.2148 / 0.1982 Eh
Highest occupied orbital energy (spin up / spin down) ... -4.6459 / -4.7489 eV
Total charge ... -1
ΔE to the lowest compared entry with this formula, charge and spin ... 32.28 kcal/mol

Geometry (Å):
W: 0.34 0.83 -0.90
C: 1.06 0.73 3.47
C: 0.44 -0.52 2.88
C: 1.28 -1.47 2.28
C: 2.77 -1.24 2.36
C: 0.72 -2.61 1.69
C: 1.58 -3.72 1.11
C: -0.67 -2.76 1.67
C: -1.30 -3.95 0.98
C: -1.50 -1.82 2.28
C: -3.00 -2.00 2.29
C: -0.94 -0.71 2.93
C: -1.82 0.26 3.67
H: 1.66 0.51 4.36
H: 0.31 1.46 3.75
H: 1.72 1.21 2.75
H: 3.14 -1.38 3.38
H: 3.03 -0.22 2.06
H: 3.34 -1.90 1.71
H: 1.47 -3.77 0.02
H: 1.28 -4.69 1.51
H: 2.63 -3.59 1.34
H: -1.86 -4.58 1.69
H: -0.57 -4.58 0.48
H: -2.01 -3.62 0.22
H: -3.34 -2.41 3.24
H: -3.34 -2.65 1.49
H: -3.50 -1.04 2.14
H: -2.11 1.11 3.05
H: -1.33 0.66 4.55
H: -2.74 -0.23 4.01
Se: 0.56 5.92 0.17
Sb: 0.57 4.01 1.60
Se: 2.45 1.45 -0.31
Se: -1.05 2.19 0.39
Se: -0.38 4.09 3.80
C: 1.97 -1.85 -7.86
C: 2.41 -2.82 -6.77
C: 3.85 -3.24 -6.97
C: 4.24 -4.29 -5.93
C: 3.94 -3.78 -4.55
C: 4.65 -4.27 -3.46
C: 4.39 -3.78 -2.19
F: 5.11 -4.26 -1.16
C: 3.43 -2.83 -1.96
C: 2.70 -2.34 -3.04
C: 1.67 -1.32 -2.79
O: 1.36 -1.04 -1.62
C: 1.10 -0.73 -3.95
C: 1.39 -1.25 -5.18
N: 2.26 -2.24 -5.41
C: 2.96 -2.80 -4.34
C: 0.14 0.42 -3.95
O: -0.44 0.75 -4.96
O: 0.08 1.11 -2.83
H: 2.22 -2.29 -8.83
H: 2.48 -0.90 -7.77
H: 0.89 -1.67 -7.86
H: 1.77 -3.71 -6.81
H: 4.50 -2.36 -6.89
H: 3.97 -3.65 -7.98
H: 5.29 -4.55 -6.01
H: 3.67 -5.20 -6.12
H: 5.42 -5.01 -3.60
H: 3.23 -2.45 -0.97
H: 0.87 -0.82 -6.01
Se: -3.63 -2.13 -1.64
C: -2.15 -1.21 -1.24
N: -1.16 -0.65 -0.97

These are the natural (NBO) partial charges, in e, on atoms 1 to 5: atom 1 (W): 1.0936, atom 2 (C): -0.6562, atom 3 (C): -0.0343, atom 4 (C): 0.0623, atom 5 (C): -0.6544